No. 1
{"formula": "C3H8N2OS", "method": "ωB97M-V with the def2-TZVPD basis set", "homo_energy_ev": [-8.33, -7.52], "gap_ev": [8.526, 7.699], "total_charge": 0, "lumo_energy_ev": [0.194, 0.181], "spin_multiplicity": 1, "e_tot_ha": -701.8492, "elements": ["C", "C", "C", "N", "N", "O", "S", "H", "H", "H", "H", "H", "H", "H", "H"], "xyz": [[0.832, 1.080, -0.724], [0.657, 2.199, 0.242], [-0.363, 0.041, -0.525], [-1.505, -1.771, 0.774], [-1.178, -3.020, 1.030], [0.726, -1.321, 1.657], [-0.491, -0.660, 1.308], [0.817, 1.430, -1.711], [1.694, 0.359, -0.522], [1.100, 3.149, 0.107], [0.075, 2.060, 1.076], [-1.243, 0.679, -0.783], [-0.417, -0.877, -1.042], [-1.930, -3.696, 1.019], [-0.332, -3.149, 1.442]], "lowdin_charge": [-0.2857, 0.0324, -0.2646, -0.3433, 0.0054, -0.4922, 0.8297, 0.0758, 0.1220, 0.0364, 0.0019, 0.0925, 0.0447, 0.1128, 0.0323]}

---

No. 2
{"formula": "C35H84Cl14O14", "method": "ωB97M-V with the def2-TZVPD basis set", "homo_energy_ev": -9.19, "gap_ev": 9.555, "total_charge": 0, "lumo_energy_ev": 0.366, "spin_multiplicity": 1, "e_tot_ha": -8879.6042, "elements": ["C", "O", "C", "C", "O", "C", "H", "H", "H", "H", "H", "H", "H", "H", "H", "H", "C", "O", "C", "C", "O", "C", "H", "H", "H", "H", "H", "H", "H", "H", "H", "H", "C", "O", "C", "C", "O", "C", "H", "H", "H", "H", "H", "H", "H", "H", "H", "H", "C", "O", "C", "C", "O", "C", "H", "H", "H", "H", "H", "H", "H", "H", "H", "H", "C", "O", "C", "C", "O", "C", "H", "H", "H", "H", "H", "H", "H", "H", "H", "H", "C", "O", "C", "C", "O", "C", "H", "H", "H", "H", "H", "H", "H", "H", "H", "H", "C", "O", "C", "C", "O", "C", "H", "H", "H", "H", "H", "H", "H", "H", "H", "H", "C", "Cl", "Cl", "H", "H", "C", "Cl", "Cl", "H", "H", "C", "Cl", "Cl", "H", "H", "C", "Cl", "Cl", "H", "H", "C", "Cl", "Cl", "H", "H", "C", "Cl", "Cl", "H", "H", "C", "Cl", "Cl", "H", "H"], "xyz": [[-5.222, 3.590, -6.695], [-4.204, 3.107, -5.865], [-4.315, 1.702, -5.644], [-3.023, 1.263, -4.984], [-3.047, 1.750, -3.662], [-1.913, 1.282, -2.968], [-5.146, 4.664, -6.723], [-6.222, 3.301, -6.321], [-5.167, 3.193, -7.717], [-4.282, 1.257, -6.669], [-5.220, 1.404, -5.102], [-2.257, 1.789, -5.514], [-2.870, 0.169, -4.885], [-2.023, 0.207, -2.850], [-1.962, 1.736, -1.964], [-0.937, 1.493, -3.484], [3.634, 0.355, 7.668], [4.066, 0.276, 6.339], [5.311, -0.329, 6.265], [5.682, -0.749, 4.813], [5.213, -2.062, 4.535], [4.994, -2.298, 3.102], [3.422, -0.609, 8.152], [2.743, 0.900, 7.708], [4.336, 0.906, 8.328], [5.250, -1.252, 6.854], [6.090, 0.268, 6.678], [6.802, -0.756, 4.662], [5.250, -0.086, 4.068], [4.634, -1.444, 2.510], [4.238, -3.116, 2.935], [5.953, -2.613, 2.622], [-6.304, -1.081, -0.886], [-6.440, 0.059, -1.787], [-5.496, 1.085, -1.408], [-5.859, 2.329, -2.233], [-5.547, 3.448, -1.522], [-5.994, 4.684, -2.198], [-6.831, -1.896, -1.244], [-6.607, -0.829, 0.125], [-5.207, -1.421, -0.847], [-4.509, 0.693, -1.560], [-5.649, 1.346, -0.319], [-6.975, 2.177, -2.335], [-5.343, 2.339, -3.255], [-5.714, 5.517, -1.499], [-7.082, 4.748, -2.358], [-5.465, 4.722, -3.146], [-0.061, 2.860, 2.656], [-0.647, 3.824, 1.771], [-1.638, 3.132, 0.998], [-2.098, 4.027, -0.091], [-1.176, 4.033, -1.178], [-1.553, 4.958, -2.256], [0.287, 2.004, 2.097], [-0.752, 2.493, 3.373], [0.809, 3.303, 3.110], [-2.534, 2.981, 1.607], [-1.219, 2.175, 0.727], [-2.361, 4.990, 0.348], [-3.038, 3.534, -0.447], [-0.745, 4.806, -2.963], [-1.673, 6.005, -1.961], [-2.564, 4.591, -2.622], [2.031, 0.088, 2.980], [0.842, -0.385, 3.605], [1.030, -0.696, 4.986], [-0.283, -1.299, 5.513], [-0.454, -2.594, 4.820], [-1.532, -3.334, 5.378], [1.829, -0.011, 1.887], [2.908, -0.501, 3.156], [2.211, 1.105, 3.327], [1.281, 0.175, 5.573], [1.833, -1.479, 5.204], [-1.171, -0.601, 5.398], [-0.330, -1.524, 6.583], [-1.623, -4.223, 4.750], [-2.451, -2.726, 5.290], [-1.331, -3.598, 6.438], [1.206, -5.598, 5.555], [0.812, -5.381, 4.193], [1.736, -4.611, 3.465], [1.012, -3.898, 2.310], [0.651, -4.737, 1.200], [1.728, -5.048, 0.361], [0.368, -6.060, 6.008], [1.507, -4.647, 5.986], [2.175, -6.138, 5.582], [2.536, -5.262, 3.120], [2.074, -3.839, 4.199], [1.695, -3.150, 1.947], [0.097, -3.400, 2.606], [2.364, -5.819, 0.830], [2.291, -4.136, 0.072], [1.357, -5.423, -0.605], [0.268, -2.073, -1.378], [1.310, -1.897, -0.404], [2.341, -0.968, -0.823], [1.776, 0.399, -1.029], [1.441, 0.513, -2.357], [1.411, 1.854, -2.817], [-0.475, -1.243, -1.378], [-0.194, -2.988, -1.044], [0.617, -2.138, -2.368], [2.794, -1.225, -1.787], [3.107, -0.951, -0.042], [2.583, 1.118, -0.705], [0.930, 0.566, -0.408], [1.198, 1.974, -3.888], [2.356, 2.300, -2.655], [0.676, 2.486, -2.301], [-1.549, -1.476, 1.915], [-2.939, -2.634, 2.280], [-2.242, -0.016, 1.284], [-1.060, -1.395, 2.853], [-0.971, -1.988, 1.138], [1.549, 4.676, -0.047], [1.991, 5.422, 1.548], [2.086, 5.568, -1.490], [2.146, 3.717, -0.135], [0.532, 4.465, -0.166], [1.932, 2.810, -7.342], [3.207, 2.555, -6.105], [0.536, 3.563, -6.667], [2.436, 3.454, -8.068], [1.622, 1.829, -7.809], [4.576, -4.630, -4.654], [6.164, -5.012, -3.987], [3.482, -3.825, -3.544], [4.781, -3.979, -5.506], [4.002, -5.483, -4.971], [4.097, 2.895, 1.755], [4.355, 2.960, 3.492], [5.118, 1.786, 0.858], [3.084, 2.600, 1.566], [4.247, 3.890, 1.316], [1.628, -1.145, -5.327], [2.343, -2.110, -6.587], [0.167, -0.265, -5.804], [1.406, -1.821, -4.506], [2.204, -0.311, -4.996], [-3.139, -4.499, -2.568], [-1.639, -4.947, -3.535], [-3.564, -2.754, -2.909], [-3.895, -5.076, -3.007], [-3.058, -4.734, -1.503]], "lowdin_charge": [-0.1276, -0.1917, -0.1943, -0.2107, -0.2055, -0.0989, 0.0821, 0.0931, 0.0868, 0.1355, 0.1235, 0.1012, 0.1231, 0.0678, 0.0877, 0.0716, -0.1221, -0.1843, -0.2100, -0.1844, -0.1968, -0.0814, 0.0972, 0.0609, 0.1007, 0.1268, 0.1109, 0.1382, 0.0857, 0.0550, 0.0836, 0.0942, -0.0940, -0.2051, -0.1838, -0.2598, -0.2061, -0.0496, 0.0506, 0.0818, 0.0709, 0.0942, 0.1415, 0.1412, 0.1153, 0.0975, 0.0850, 0.0734, -0.1045, -0.2143, -0.2523, -0.2040, -0.2574, -0.0475, 0.0576, 0.0835, 0.0612, 0.1245, 0.0415, 0.1405, 0.1282, 0.0725, 0.0874, 0.1021, -0.0782, -0.1962, -0.1816, -0.1517, -0.2520, -0.1325, 0.0954, 0.0555, 0.0555, 0.1110, 0.1450, 0.1411, 0.1148, 0.0820, 0.0757, 0.0939, -0.0855, -0.2007, -0.2002, -0.1645, -0.1806, -0.1290, 0.0780, 0.0734, 0.0950, 0.1198, 0.1153, 0.0977, 0.0902, 0.0884, 0.0807, 0.0880, -0.0770, -0.2089, -0.1655, -0.2550, -0.1820, -0.1099, 0.0880, 0.0799, 0.0528, 0.1180, 0.1136, 0.1147, 0.1141, 0.0471, 0.0703, 0.0771, -0.9358, 0.4833, 0.6282, -0.0237, 0.0123, -0.9447, 0.5649, 0.5345, 0.0216, -0.0360, -1.0474, 0.4915, 0.5393, 0.0221, 0.0416, -1.0503, 0.5220, 0.5296, 0.0130, 0.0226, -1.1007, 0.5651, 0.5453, -0.0292, 0.0052, -1.0456, 0.5508, 0.5590, -0.0097, -0.0095, -0.8802, 0.4403, 0.4805, -0.0128, 0.0421]}

---

No. 3
{"formula": "C16H14IrN6O2S", "method": "ωB97M-V with the def2-TZVPD basis set", "homo_energy_ev": [-5.79, -8.65], "gap_ev": [5.871, 7.377], "total_charge": 0, "lumo_energy_ev": [0.077, -1.275], "spin_multiplicity": 6, "e_tot_ha": -1599.4565, "elements": ["Ir", "C", "O", "C", "O", "N", "N", "H", "H", "H", "H", "H", "H", "C", "C", "C", "C", "N", "C", "C", "C", "C", "C", "C", "C", "H", "H", "H", "H", "H", "H", "H", "H", "S", "C", "N", "C", "N", "C", "N"], "xyz": [[0.082, 0.646, 0.247], [-1.370, 4.573, -2.630], [-1.384, 4.589, -1.191], [-1.023, 3.450, -0.605], [-0.690, 2.446, -1.215], [-1.090, 3.561, 0.740], [-0.712, 2.482, 1.533], [-1.657, 5.576, -2.926], [-2.087, 3.844, -3.000], [-0.372, 4.335, -2.989], [-1.436, 4.411, 1.153], [-1.513, 2.030, 1.968], [-0.013, 2.760, 2.211], [-1.412, -1.392, -3.436], [-1.381, -2.738, -3.088], [-0.942, -3.103, -1.833], [-0.542, -2.117, -0.930], [-0.594, -0.819, -1.279], [-1.011, -0.465, -2.499], [0.033, -2.434, 0.387], [0.950, -3.476, 0.475], [1.742, -3.648, 1.599], [1.651, -2.731, 2.657], [0.732, -1.718, 2.618], [-0.166, -1.559, 1.513], [-1.753, -1.062, -4.407], [-1.704, -3.497, -3.789], [-0.924, -4.140, -1.531], [-1.026, 0.598, -2.697], [1.106, -4.120, -0.382], [2.465, -4.451, 1.630], [2.317, -2.807, 3.506], [0.649, -1.018, 3.439], [-2.652, -0.153, 0.984], [-1.193, -0.595, 1.605], [4.333, -0.811, 3.878], [4.017, 0.112, 3.257], [3.673, 1.220, 2.604], [2.826, 1.119, 1.662], [2.065, 1.101, 0.764]], "lowdin_charge": [1.2597, -0.0183, -0.0089, -0.5651, -0.0267, 0.0379, -0.0319, 0.0962, 0.0983, 0.0990, 0.1636, 0.0452, 0.1117, -0.0508, -0.0454, -0.0016, -0.2283, -0.0518, -0.1157, -0.1506, -0.0387, -0.0661, -0.0822, -0.0588, -0.3703, 0.1060, 0.1123, 0.1195, 0.0978, 0.1109, 0.1024, 0.0948, 0.1130, 0.5699, -0.7819, 0.1038, -0.3916, 0.0696, -0.3714, -0.0556]}

---

No. 4
{"formula": "C28H43N4O4Sb2Se4Si3Tc", "method": "ωB97M-V with the def2-TZVPD basis set", "homo_energy_ev": -13.09, "gap_ev": 5.010, "total_charge": 2, "lumo_energy_ev": -8.077, "spin_multiplicity": 1, "e_tot_ha": -12647.8943, "elements": ["Tc", "C", "Sb", "C", "C", "C", "C", "C", "C", "N", "Si", "C", "C", "C", "C", "C", "C", "C", "C", "C", "N", "Si", "C", "C", "C", "Si", "C", "C", "C", "H", "H", "H", "H", "H", "H", "H", "H", "H", "H", "H", "H", "H", "H", "H", "H", "H", "H", "H", "H", "H", "H", "H", "H", "H", "H", "H", "H", "H", "H", "H", "H", "H", "H", "H", "H", "H", "H", "C", "C", "N", "C", "C", "N", "C", "O", "O", "C", "O", "O", "H", "H", "H", "H", "H", "Se", "Sb", "Se", "Se", "Se"], "xyz": [[0.908, 0.358, 0.777], [0.508, -2.915, -1.809], [-1.097, -1.861, -0.883], [-0.077, -1.076, 0.948], [-0.602, -1.861, 2.105], [-0.905, -1.266, 3.325], [-1.333, -2.077, 4.366], [-1.425, -3.442, 4.155], [-1.110, -3.945, 2.898], [-0.717, -3.174, 1.888], [2.964, -0.032, -0.560], [4.277, 0.494, 0.675], [3.527, -1.656, -1.272], [3.038, 1.246, -1.927], [-1.557, -0.052, -2.046], [-0.885, 1.277, -1.819], [-1.251, 2.325, -2.688], [-0.750, 3.597, -2.564], [0.164, 3.842, -1.549], [0.502, 2.793, -0.735], [-0.005, 1.536, -0.828], [-1.296, -0.621, -3.873], [-1.966, -2.364, -4.044], [-2.149, 0.372, -5.203], [0.542, -0.514, -4.207], [-3.406, 0.205, -1.513], [-4.336, -1.407, -1.353], [-3.304, 1.038, 0.163], [-4.436, 1.287, -2.620], [1.355, -2.861, -1.137], [0.787, -2.557, -2.794], [0.172, -3.949, -1.881], [-0.813, -0.193, 3.447], [-1.592, -1.650, 5.328], [-1.749, -4.111, 4.941], [-1.188, -5.007, 2.691], [4.523, -0.301, 1.386], [4.002, 1.386, 1.245], [5.188, 0.732, 0.114], [3.367, -2.529, -0.637], [4.611, -1.536, -1.398], [3.100, -1.860, -2.256], [3.201, 2.247, -1.514], [2.157, 1.287, -2.570], [3.900, 1.012, -2.562], [-1.955, 2.106, -3.475], [-1.058, 4.379, -3.249], [0.623, 4.810, -1.399], [1.237, 2.952, 0.043], [-3.056, -2.339, -4.146], [-1.733, -3.092, -3.260], [-1.564, -2.786, -4.971], [-3.194, 0.606, -4.992], [-2.138, -0.243, -6.112], [-1.625, 1.300, -5.442], [1.127, -0.449, -3.286], [0.765, 0.374, -4.806], [0.903, -1.380, -4.773], [-4.208, -1.872, -0.375], [-4.065, -2.150, -2.109], [-5.403, -1.191, -1.482], [-2.542, 0.572, 0.802], [-4.268, 0.984, 0.679], [-3.047, 2.097, 0.029], [-4.682, 0.796, -3.564], [-4.019, 2.273, -2.836], [-5.385, 1.448, -2.093], [2.678, -2.847, 2.182], [2.514, -1.568, 2.921], [1.989, -0.440, 2.478], [2.150, 0.494, 3.474], [2.757, -0.069, 4.546], [2.976, -1.365, 4.177], [3.159, 0.394, 5.901], [2.906, 1.659, 6.200], [3.673, -0.385, 6.652], [1.696, 1.850, 3.165], [1.654, 2.776, 3.958], [1.335, 1.952, 1.905], [1.904, -2.958, 1.426], [2.634, -3.698, 2.861], [3.653, -2.860, 1.687], [3.440, -2.033, 4.780], [2.464, 2.132, 5.464], [-1.262, 6.851, 2.293], [-3.221, 6.407, 3.671], [0.034, 4.929, 2.810], [-1.551, 3.384, 2.193], [-3.141, 3.985, 3.863]], "lowdin_charge": [1.1829, -0.3024, 1.5391, -0.4966, -0.4379, -0.0298, -0.0368, -0.0330, -0.1027, 0.0635, 0.4879, -0.2076, -0.2089, -0.2117, -0.5633, -0.3712, -0.0437, -0.0110, -0.0373, -0.1904, -0.0229, 0.4443, -0.1845, -0.1615, -0.1623, 0.4153, -0.2074, -0.1887, -0.1630, -0.0323, -0.0097, 0.0234, 0.1074, 0.1191, 0.1169, 0.1205, 0.0277, 0.0252, 0.0509, 0.0116, 0.0541, 0.0280, 0.0353, 0.0029, 0.0525, 0.0763, 0.1282, 0.1220, 0.0865, 0.0420, -0.0005, 0.0569, 0.0211, 0.0562, 0.0415, -0.0017, 0.0501, 0.0526, 0.0234, 0.0173, 0.0495, 0.0079, 0.0512, 0.0012, 0.0334, 0.0351, 0.0518, 0.0303, -0.3069, 0.0165, -0.1356, -0.0476, 0.2194, -0.4604, 0.1680, 0.1558, -0.5343, 0.0148, -0.2692, 0.0609, 0.1012, 0.0939, 0.1891, 0.0818, 0.0851, 0.6967, 0.1632, 0.0934, 0.0898]}

---

No. 5
{"formula": "C5H5ClNO3", "method": "ωB97M-V with the def2-TZVPD basis set", "homo_energy_ev": -4.23, "gap_ev": 7.470, "total_charge": -1, "lumo_energy_ev": 3.244, "spin_multiplicity": 1, "e_tot_ha": -934.1749, "elements": ["C", "C", "C", "C", "C", "N", "O", "O", "O", "Cl", "H", "H", "H", "H", "H"], "xyz": [[-0.766, 0.927, 1.784], [0.603, -0.577, -2.759], [-0.264, 0.898, 0.318], [-0.198, -0.543, -0.160], [0.792, -0.821, -1.303], [0.275, 0.578, 2.475], [0.411, -1.850, -2.382], [-1.964, 1.107, 1.968], [0.615, 0.135, -3.674], [-0.201, 0.459, 4.205], [-0.938, 1.422, -0.291], [0.684, 1.468, 0.376], [0.351, -1.018, 0.714], [-1.187, -0.984, -0.324], [1.787, -1.200, -0.948]], "lowdin_charge": [-0.8256, -0.4865, -0.1685, -0.1500, -0.0868, -0.3717, 0.0705, -0.0768, 0.1575, 0.3434, 0.0834, 0.1125, 0.1174, 0.1309, 0.1503]}